18
Properties=species:S:1:pos:R:3:forces:R:3 method="wB97M-V/def2-TZVPD" total_charge=+1 multiplicity=1 homo_ev=-12.48 energy_ev=-10818.253 lumo_energy_ha=-0.17000 relative_energy_ev=3.1506 homo_lumo_gap_ev=7.85
O -0.4643 0.2637 2.6115 0.849 0.108 -1.139
N -0.2386 2.3294 1.8525 0.623 -2.865 -2.085
N 0.2183 0.9539 -1.6063 -0.105 -0.214 0.328
N -0.0245 -1.7857 0.1300 0.755 -2.041 1.711
C 1.1443 -1.0782 -0.4376 1.244 -0.094 1.029
C 0.1483 -0.2269 -1.1081 2.263 0.555 -1.222
C -0.1075 1.0321 1.5681 -0.462 0.518 -0.864
C -0.8589 -1.2585 -0.9660 -2.156 -1.167 0.483
H -0.9992 -2.0338 -1.7429 -0.013 0.900 -0.170
H 0.1761 -2.8310 0.2077 -0.959 1.873 -0.445
H 0.8632 1.6510 -1.2438 0.264 -0.415 -0.365
H 1.5885 -1.8216 -1.1536 0.143 1.274 0.077
H -0.2026 3.0584 1.1912 0.300 0.509 -0.594
H -1.8181 -0.8128 -0.6319 0.254 -0.557 -0.236
H -0.4221 2.5072 2.7573 -1.067 1.514 3.865
H -0.2931 -0.6232 2.2291 -0.343 0.159 0.636
H 1.9038 -0.6008 0.2444 -0.821 -0.662 -0.686
H -0.5371 1.2703 -2.1674 -0.768 0.604 -0.322